{"formula": "C4H6N2", "method": "ωB97M-V/def2-TZVPD", "elements": ["C", "C", "C", "C", "H", "H", "H", "H", "H", "H", "N", "N"], "xyz": [[-1.648, -0.181, 0.045], [-0.222, -0.224, -0.188], [0.647, -1.143, 0.014], [1.820, 0.481, 0.082], [-2.217, -1.178, -0.293], [-2.097, 0.227, 1.042], [-1.888, 0.741, -0.617], [0.301, -2.211, -0.078], [2.680, 1.199, -0.009], [0.108, 2.088, 0.171], [2.015, -0.830, -0.026], [0.499, 1.031, -0.142]], "lowdin_charge": [-0.089, -0.433, -0.201, -0.226, 0.124, 0.101, 0.089, 0.131, 0.114, 0.233, 0.091, 0.066], "e_homo_ha": -0.3244, "charge": 0}


{"formula": "C5H16N2O", "method": "ωB97M-V/def2-TZVPD", "elements": ["C", "C", "C", "C", "C", "N", "N", "H", "H", "H", "H", "H", "H", "H", "H", "H", "H", "H", "H", "H", "H", "H", "H", "O"], "xyz": [[0.443, -0.937, -2.631], [-0.149, -0.517, -1.283], [0.947, -0.033, -0.155], [1.128, 1.416, 0.053], [0.003, 2.061, 0.999], [0.023, 1.354, 2.317], [-1.006, -1.514, -0.564], [-0.120, -1.022, -3.466], [0.833, -1.990, -2.643], [1.314, -0.339, -2.907], [-0.860, 0.369, -1.395], [1.907, -0.499, -0.499], [0.742, -0.578, 0.764], [2.059, 1.685, 0.714], [1.224, 2.062, -0.858], [-1.061, 1.908, 0.544], [0.113, 3.209, 1.098], [0.938, 1.467, 2.684], [-0.139, 0.396, 2.126], [-1.998, -1.286, -0.832], [-0.845, -2.528, -0.797], [-2.401, -1.003, 2.449], [-1.341, -1.862, 1.678], [-1.753, -1.821, 2.603]], "lowdin_charge": [-0.071, -0.378, -0.199, -0.237, -0.266, -0.008, -0.018, 0.023, 0.093, 0.078, 0.137, 0.114, 0.080, 0.131, 0.111, 0.114, 0.118, 0.045, 0.006, 0.093, 0.097, 0.095, 0.005, -0.161], "e_homo_ha": -0.3363, "charge": 0}


{"formula": "C14H35BCl18NO6P2S", "method": "ωB97M-V/def2-TZVPD", "elements": ["C", "O", "B", "O", "N", "C", "C", "C", "C", "P", "O", "O", "P", "O", "O", "S", "H", "H", "H", "H", "H", "H", "H", "H", "H", "H", "H", "H", "H", "H", "H", "H", "H", "C", "Cl", "Cl", "H", "H", "C", "Cl", "Cl", "H", "H", "C", "Cl", "Cl", "H", "H", "C", "Cl", "Cl", "H", "H", "C", "Cl", "Cl", "H", "H", "C", "Cl", "Cl", "H", "H", "C", "Cl", "Cl", "H", "H", "C", "Cl", "Cl", "H", "H", "C", "Cl", "Cl", "H", "H"], "xyz": [[-0.157, -2.378, 2.847], [0.444, -1.061, 2.813], [0.005, -0.268, 1.822], [-0.089, -0.710, 0.529], [-0.342, 1.202, 2.143], [0.925, 1.732, 2.885], [1.031, 3.259, 2.959], [1.373, 3.625, 4.436], [2.157, 3.817, 2.091], [-0.701, 2.156, 0.542], [-1.824, 1.355, -0.271], [0.720, 2.079, -0.225], [-1.701, 1.235, 3.274], [-1.961, 2.709, 3.762], [-1.274, 0.409, 4.547], [-3.282, 0.491, 2.496], [-0.271, -2.675, 3.884], [0.499, -3.108, 2.380], [-1.113, -2.427, 2.333], [0.787, -0.845, 0.133], [0.923, 1.292, 3.876], [1.770, 1.300, 2.351], [0.109, 3.786, 2.732], [2.454, 3.586, 4.543], [0.878, 2.979, 5.156], [1.061, 4.652, 4.611], [3.052, 3.199, 2.121], [1.854, 3.995, 1.066], [2.421, 4.792, 2.497], [-1.424, 0.846, -1.003], [0.825, 2.919, -0.712], [-1.679, 2.851, 4.683], [-1.951, -0.279, 4.691], [2.119, 1.038, -2.944], [1.835, -0.357, -3.997], [1.527, 2.526, -3.698], [1.596, 0.892, -2.009], [3.185, 1.132, -2.766], [-2.908, -3.888, -1.598], [-1.848, -4.353, -2.934], [-3.166, -5.231, -0.477], [-2.450, -3.066, -1.061], [-3.865, -3.586, -2.001], [3.763, 0.624, -7.289], [5.475, 0.280, -7.555], [3.327, 2.254, -7.815], [3.174, -0.090, -7.852], [3.551, 0.534, -6.231], [3.377, 5.699, -1.625], [3.863, 4.127, -0.986], [1.633, 5.954, -1.435], [3.906, 6.474, -1.085], [3.625, 5.738, -2.679], [0.403, -4.914, -5.654], [0.230, -6.284, -6.753], [1.404, -3.641, -6.371], [-0.581, -4.512, -5.445], [0.870, -5.259, -4.739], [-0.316, -2.162, 6.990], [-1.956, -1.574, 7.309], [-0.318, -3.832, 6.417], [0.134, -1.534, 6.229], [0.255, -2.107, 7.908], [-6.807, -2.728, -3.052], [-6.030, -1.971, -1.653], [-5.672, -2.937, -4.392], [-7.181, -3.698, -2.757], [-7.623, -2.095, -3.379], [-8.427, -5.120, 0.262], [-6.667, -5.272, 0.174], [-9.055, -4.074, -1.018], [-8.860, -6.107, 0.152], [-8.702, -4.695, 1.219], [7.629, 2.207, -0.981], [6.250, 1.307, -1.635], [7.727, 3.837, -1.650], [7.517, 2.278, 0.094], [8.537, 1.672, -1.231]], "lowdin_charge": [0.002, 0.061, -0.838, 0.176, -0.233, -0.114, -0.410, -0.052, -0.089, 0.934, -0.233, -0.251, 0.150, -0.134, -0.180, 0.467, 0.049, 0.107, 0.101, 0.148, 0.113, 0.134, 0.107, 0.088, 0.071, 0.090, 0.090, 0.010, 0.092, 0.093, 0.039, 0.113, 0.059, -1.022, 0.533, 0.524, -0.021, 0.009, -1.026, 0.531, 0.500, 0.016, -0.049, -1.040, 0.507, 0.499, 0.025, -0.024, -0.977, 0.516, 0.513, 0.033, 0.034, -1.057, 0.520, 0.489, -0.020, 0.021, -1.011, 0.533, 0.542, 0.007, 0.030, -1.039, 0.503, 0.524, -0.041, 0.029, -0.989, 0.494, 0.548, 0.028, 0.028, -1.018, 0.478, 0.507, 0.024, 0.028], "e_homo_ha": -0.4491, "charge": 1}


{"formula": "FNO4S2Tb", "method": "ωB97M-V/def2-TZVPD", "elements": ["Tb", "F", "N", "S", "O", "O", "S", "O", "O"], "xyz": [[1.546, -2.054, -0.054], [-0.593, -1.303, -0.043], [-0.694, 1.313, 0.102], [-1.703, 0.014, 0.134], [-2.206, -0.171, 1.451], [-2.441, -0.036, -1.081], [0.814, 1.431, 0.066], [1.200, 2.640, -0.596], [1.646, 0.239, -0.046]], "lowdin_spin": [6.065, -0.026, -0.002, -0.001, -0.001, -0.002, -0.002, 0.000, -0.031], "e_homo_ha": [-0.8934, -0.8935], "charge": 3, "multiplicity": 7}


{"formula": "C7H10IN2", "method": "ωB97M-V/def2-TZVPD", "elements": ["C", "C", "C", "C", "C", "C", "C", "N", "N", "I", "H", "H", "H", "H", "H", "H", "H", "H", "H", "H"], "xyz": [[-0.265, -2.227, 0.366], [1.262, -0.573, -0.587], [0.779, -3.157, 0.419], [2.167, -1.603, -0.583], [-0.024, -0.906, -0.082], [-0.820, 1.171, -1.236], [-1.048, 0.022, -0.334], [1.950, -2.768, -0.025], [-0.680, 1.347, 1.668], [-3.073, -0.516, -0.049], [-1.283, -2.296, 0.835], [1.444, 0.374, -0.999], [0.813, -4.139, 0.806], [3.174, -1.330, -0.653], [0.173, 1.776, -1.157], [-0.880, 0.691, -2.200], [-1.527, 2.016, -1.194], [0.033, 1.560, 1.071], [-1.330, 2.030, 1.453], [-0.348, 1.387, 2.653]], "lowdin_charge": [0.012, 0.037, -0.066, -0.096, -0.307, -0.142, -0.616, 0.105, 0.116, 1.111, 0.064, 0.093, 0.116, 0.111, 0.133, 0.115, 0.098, -0.013, 0.023, 0.106], "e_homo_ha": -0.5034, "charge": 1}


no.,E (eV),F_max (Eh/bohr)
1,-7223.1333,0.145
2,-10470.8117,0.080
3,-284353.2457,0.079
4,-56461.4067,0.118
5,-18492.5466,0.064